1.
9
Properties=species:S:1:pos:R:3:lowdin_charge:R:1 method="wB97M-V/def2-TZVPD" e_lumo_ev=0.63 homo_energy_ev=-10.46 orbital_gap_ev=11.089 smiles="O=C1CN=CO1" e_above_lowest_kcal_mol=34.1
O 1.21801 0.39234 1.86244 0.15
C 0.50970 0.13768 0.94240 -0.44
C 0.09595 0.89187 -0.26599 -0.11
N -0.92728 0.13348 -0.93849 0.08
C -0.80403 -1.02638 -0.43708 -0.20
O 0.09883 -1.18585 0.57403 0.07
H 0.00546 1.97503 -0.32881 0.14
H 1.13080 0.54374 -0.58762 0.18
H -1.33596 -1.91299 -0.77127 0.14

=====

2.
14
Properties=species:S:1:pos:R:3:lowdin_charge:R:1 method="wB97M-V/def2-TZVPD" e_lumo_ev=1.22 homo_energy_ev=-9.60 orbital_gap_ev=10.817 smiles=C1CC1.C e_above_lowest_kcal_mol=54.9
C 1.12952 -0.10711 -1.06270 -0.12
C 1.37622 0.90384 -0.00658 -0.24
C -2.41265 -0.22005 0.35280 -0.04
C 1.38540 -0.49280 0.51695 -0.13
H 2.35270 1.38002 -0.05360 0.10
H 0.58495 1.58825 0.26413 0.09
H 0.23411 -0.58457 -1.42846 0.06
H 1.85438 -0.10478 -1.86503 0.08
H -1.46010 0.27862 0.48086 -0.02
H -2.93445 -0.61403 1.21845 0.02
H -3.04298 0.58916 -0.00296 0.01
H 2.33938 -0.97807 0.67818 0.07
H 0.75819 -0.68777 1.37538 0.08
H -2.16466 -0.95071 -0.46742 0.04

=====

3.
148
Properties=species:S:1:pos:R:3:lowdin_charge:R:1 method="wB97M-V/def2-TZVPD" e_lumo_ev=-2.93 homo_energy_ev=-10.79 charge=+1 orbital_gap_ev=7.861
C -7.02656 1.39968 -3.25595 -0.06
C -6.13603 0.19244 -3.47102 -0.25
O -5.81893 -0.37152 -2.20456 -0.13
C -4.47854 -0.75167 -2.05017 -0.19
C -4.08211 -0.55296 -0.57868 -0.10
O -4.86475 0.54344 -0.02157 -0.02
N -4.12560 1.57879 0.47579 -0.01
C -4.35467 1.97052 1.77515 -0.58
Br -5.53858 1.10738 2.87292 1.05
C -3.55066 3.04985 1.96704 -0.21
S -3.38390 4.07746 3.38285 0.61
O -2.16283 3.78921 4.01655 -0.19
O -3.70352 5.39815 3.02103 -0.18
F -4.50632 3.51839 4.23684 -0.11
N -2.85358 3.25254 0.78923 0.05
N -1.94211 4.26086 0.41695 0.16
C -0.86451 4.52502 1.33903 -0.48
O -0.81538 5.47738 2.01140 0.25
F 0.08044 3.62505 1.36161 0.19
C -2.57817 5.46677 0.00298 -0.50
O -2.00722 6.40854 -0.36802 0.26
F -3.87968 5.34735 0.01543 0.20
C -3.21738 2.33373 -0.12859 -0.14
C -2.76108 2.21480 -1.51092 0.08
H -7.58268 1.24349 -2.33783 0.08
H -6.45698 2.31361 -3.13913 0.06
H -7.75642 1.51156 -4.04570 0.07
H -6.70376 -0.54304 -4.03767 0.12
H -5.25533 0.43672 -4.05948 0.11
H -3.80393 -0.13405 -2.63462 0.08
H -4.33064 -1.79984 -2.28772 0.13
H -3.01564 -0.39904 -0.46370 0.08
H -4.33749 -1.45611 -0.04352 0.12
H -2.29485 3.13406 -1.83352 0.10
H -3.61051 2.01997 -2.15156 0.11
H -2.04107 1.41296 -1.64100 0.11
C -2.49422 -0.33423 -8.72720 -0.05
C -1.74294 0.61743 -8.05058 -0.06
C -1.53217 0.49271 -6.68836 -0.01
C -2.07724 -0.59093 -6.02664 -0.15
C -2.83560 -1.54635 -6.68176 0.00
C -3.04340 -1.41243 -8.04264 -0.06
N -1.83739 -0.73626 -4.58903 -0.34
O -1.18928 0.12845 -4.02515 0.06
O -2.30694 -1.70164 -4.02144 0.07
H -2.65234 -0.23729 -9.79299 0.11
H -1.31832 1.45283 -8.58604 0.10
H -0.94861 1.23027 -6.16447 0.10
H -3.25721 -2.38407 -6.14686 0.12
H -3.62980 -2.14995 -8.57201 0.11
C 3.07309 2.58421 1.41758 -0.07
C 3.48451 1.26118 1.47850 -0.06
C 4.75554 0.90585 1.06341 0.00
C 5.60283 1.89044 0.59468 -0.14
C 5.21198 3.21372 0.51855 0.00
C 3.93595 3.55945 0.93397 -0.06
N 6.96220 1.51648 0.17724 -0.34
O 7.26754 0.34565 0.24080 0.09
O 7.70160 2.40227 -0.20395 0.06
H 2.08746 2.85736 1.75076 0.08
H 2.81872 0.50600 1.85161 0.10
H 5.07586 -0.12509 1.11000 0.12
H 5.88689 3.96925 0.14559 0.12
H 3.61661 4.59119 0.88496 0.11
C 0.52622 -4.36635 3.67369 -0.04
C -0.19464 -5.04755 2.69826 -0.04
C -0.93870 -4.35422 1.75985 0.00
C -0.94910 -2.97361 1.81185 -0.15
C -0.25184 -2.27643 2.77900 0.00
C 0.49214 -2.97386 3.71488 -0.05
N -1.70783 -2.23107 0.81010 -0.31
O -2.32937 -2.85876 -0.01566 0.10
O -1.67383 -1.00142 0.84462 0.02
H 1.10529 -4.91724 4.39030 0.09
H -0.17082 -6.12754 2.66715 0.11
H -1.49347 -4.88675 1.00204 0.12
H -0.28078 -1.19806 2.80532 0.11
H 1.03907 -2.43254 4.46218 0.09
C 5.08051 -0.59239 8.29561 -0.06
C 4.03530 -1.09592 9.05899 -0.05
C 3.12777 -1.97629 8.49761 0.00
C 3.28738 -2.34334 7.17371 -0.16
C 4.31992 -1.84772 6.39716 -0.01
C 5.21914 -0.96446 6.96578 -0.06
N 2.34195 -3.29142 6.58251 -0.33
O 1.43134 -3.70298 7.26616 0.10
O 2.51572 -3.62250 5.41710 -0.01
H 5.79103 0.09109 8.74014 0.11
H 3.92987 -0.80381 10.09399 0.11
H 2.31410 -2.36938 9.08825 0.12
H 4.43270 -2.14169 5.36447 0.12
H 6.03293 -0.57046 6.37336 0.11
C -2.34532 6.98432 -9.92068 -0.06
C -1.13923 6.29660 -9.92983 -0.06
C -0.91605 5.27568 -9.02178 0.00
C -1.91258 4.95724 -8.11745 -0.15
C -3.11741 5.63518 -8.08920 0.00
C -3.33098 6.65624 -8.99907 -0.06
N -1.68828 3.86065 -7.16845 -0.34
O -0.61364 3.29156 -7.20262 0.05
O -2.58716 3.57497 -6.40277 0.08
H -2.51820 7.77801 -10.63469 0.11
H -0.37301 6.55456 -10.64685 0.11
H 0.02082 4.73941 -9.02586 0.12
H -3.88251 5.37565 -7.37353 0.12
H -4.26786 7.19483 -8.99224 0.11
C 9.80120 3.34857 -3.50219 -0.07
C 10.39330 3.28766 -4.75701 -0.07
C 10.70295 2.06034 -5.31926 -0.01
C 10.40946 0.90953 -4.61292 -0.15
C 9.82731 0.95134 -3.36035 0.00
C 9.52176 2.18209 -2.80183 -0.06
N 10.71536 -0.39743 -5.21711 -0.36
O 11.24323 -0.40310 -6.30943 0.08
O 10.41737 -1.39179 -4.58836 0.08
H 9.55585 4.30899 -3.06813 0.11
H 10.61170 4.19697 -5.29948 0.11
H 11.16311 2.00812 -6.29424 0.12
H 9.60954 0.04163 -2.82117 0.12
H 9.06457 2.23030 -1.82513 0.07
C 4.71749 -8.41529 5.85164 -0.07
C 5.92897 -8.61520 6.49973 -0.06
C 6.56706 -7.55488 7.12176 0.00
C 5.97515 -6.30676 7.08731 -0.14
C 4.77485 -6.08824 6.44157 0.00
C 4.14373 -7.15156 5.81957 -0.06
N 6.63845 -5.18277 7.76580 -0.34
O 7.70216 -5.40097 8.30193 0.09
O 6.08311 -4.10011 7.75393 0.07
H 4.21955 -9.24664 5.37099 0.11
H 6.37597 -9.59887 6.52271 0.11
H 7.50911 -7.70642 7.62634 0.12
H 4.33220 -5.10622 6.41857 0.09
H 3.20205 -6.99465 5.31182 0.10
C -10.69717 -3.41926 2.62287 -0.06
C -9.45793 -3.75568 3.15149 -0.06
C -8.65199 -2.77676 3.70681 0.00
C -9.10617 -1.47075 3.72607 -0.15
C -10.33429 -1.11568 3.19912 0.00
C -11.13236 -2.10075 2.64347 -0.06
N -8.26613 -0.43259 4.33364 -0.36
O -7.17724 -0.76435 4.77276 0.01
O -8.69463 0.70082 4.36705 0.07
H -11.32666 -4.18753 2.19483 0.11
H -9.12125 -4.78242 3.13380 0.11
H -7.68849 -3.03460 4.11952 0.12
H -10.67090 -0.09023 3.22011 0.12
H -12.09627 -1.84111 2.22965 0.11

=====

4.
131
Properties=species:S:1:pos:R:3:lowdin_charge:R:1 method="wB97M-V/def2-TZVPD" e_lumo_ev=-0.14 homo_energy_ev=-8.17 orbital_gap_ev=8.032
C -7.16473 -1.66189 3.18406 -0.11
C -6.19256 -2.81558 2.81936 -0.25
C -5.52474 -2.57310 1.44718 -0.23
C -4.69219 -3.77576 0.94785 -0.20
C -3.16164 -3.64717 1.09569 -0.19
C -2.56798 -2.46363 0.26524 -0.20
C -1.27373 -1.85065 0.83125 -0.18
C -1.20369 -0.34718 1.26418 -0.39
C -2.59119 0.11370 1.76428 -0.08
C -3.01783 -0.58808 3.05868 -0.16
O -4.30277 -0.09866 3.44734 -0.17
C -4.24644 1.14095 4.13769 -0.24
C -4.87274 2.28125 3.26793 -0.05
O -0.40984 -0.24341 2.46343 -0.16
C 0.94744 -0.12306 2.49832 -0.80
I 2.13072 -1.58456 1.31322 1.06
C 1.67650 1.21912 2.20201 -0.30
C 1.38826 2.49371 3.02420 -0.66
C -0.04630 2.76303 3.52704 -0.17
Br 2.60987 2.73449 4.57686 0.67
P 1.39631 -0.67381 4.25615 0.19
O 1.11583 -2.28898 4.22193 -0.30
O 2.98109 -0.55450 4.47224 -0.24
S 0.27180 0.04692 5.64603 0.34
C -0.74825 0.52958 0.05381 -0.35
O -0.71959 1.93609 0.34207 -0.13
C -1.86147 2.68050 0.09271 -0.72
N -1.92363 3.72763 1.13404 0.03
S -1.78363 3.59762 -1.53287 0.77
P -1.40540 -0.06827 -1.60252 0.99
C -3.17846 0.39440 -1.89697 -0.27
O -0.49522 0.83274 -2.70077 -0.34
H -8.10539 -2.07642 3.56030 0.06
H -7.38538 -1.02636 2.32138 0.07
H -6.73868 -1.03296 3.96841 0.05
H -6.82832 -3.69492 2.66717 0.10
H -5.43385 -2.97406 3.58939 0.11
H -6.36552 -2.46304 0.74533 0.11
H -4.98919 -1.62161 1.40929 0.08
H -4.87419 -3.85071 -0.13543 0.11
H -5.07789 -4.70934 1.37088 0.11
H -2.75356 -4.57187 0.66576 0.11
H -2.82012 -3.63997 2.13764 0.10
H -3.40381 -1.79849 0.03241 0.08
H -2.31176 -2.93072 -0.69373 0.10
H -0.48575 -2.00557 0.08800 0.03
H -0.94769 -2.44124 1.69699 0.11
H -2.51424 1.17302 2.05187 0.10
H -3.35525 0.08907 0.98703 0.10
H -2.32158 -0.38450 3.87974 0.10
H -3.10022 -1.67338 2.96206 0.11
H -3.22663 1.45931 4.38967 0.11
H -4.81160 1.00694 5.06710 0.12
H -4.36331 3.20431 3.56106 0.07
H -4.67142 2.01985 2.22801 0.06
H -5.93801 2.31789 3.49712 0.07
H 1.61590 1.49270 1.14425 0.09
H 2.74251 1.00662 2.34332 0.07
H 1.66449 3.33069 2.38329 0.07
H -0.82298 2.14774 3.08414 0.04
H -0.29882 3.79897 3.28297 0.06
H -0.04507 2.73382 4.61608 0.01
H 0.39595 -2.45008 4.85364 0.05
H 3.31605 -1.35628 4.90371 0.09
H 0.31089 0.24873 -0.06742 0.07
H -2.82169 2.17117 0.16468 0.08
H -2.90078 3.82406 1.39767 0.07
H -1.64824 4.60902 0.71493 0.04
H -2.87400 4.39591 -1.58738 -0.13
H -3.77522 0.63374 -1.01398 0.03
H -3.24854 1.24018 -2.59245 0.02
H -3.66328 -0.45762 -2.38328 0.04
H -1.10730 1.26505 -3.31541 0.03
O 1.04134 -4.03027 -1.26659 -0.31
P 1.71273 -4.56935 -2.51584 0.75
N 0.40117 -5.50131 -3.11010 -0.32
C 0.49815 -6.72635 -3.87079 -0.14
C -0.69990 -4.68742 -3.61593 -0.14
N 2.87885 -5.55971 -1.68017 -0.34
C 2.47212 -6.85624 -1.15465 -0.13
C 3.58963 -4.81923 -0.63792 -0.16
N 2.64264 -4.69665 -4.03454 -0.30
C 3.77975 -5.58545 -4.20521 -0.14
C 3.00411 -3.35587 -4.54240 -0.14
H 0.78665 -6.55814 -4.91870 0.08
H -0.46935 -7.23366 -3.87138 0.08
H 1.19877 -7.43423 -3.43376 0.05
H -0.47983 -4.28718 -4.61702 0.08
H -0.90019 -3.84619 -2.94946 0.06
H -1.62095 -5.27164 -3.67365 0.08
H 1.50557 -6.82013 -0.63805 0.09
H 3.21871 -7.23710 -0.45563 0.08
H 2.42377 -7.60537 -1.94785 0.05
H 2.99491 -4.71925 0.27734 0.06
H 3.84233 -3.81242 -0.98339 0.07
H 4.52740 -5.32289 -0.39329 0.08
H 4.63633 -5.31695 -3.58135 0.08
H 4.09875 -5.54444 -5.25139 0.09
H 3.51238 -6.62247 -4.01204 0.07
H 3.77386 -2.87996 -3.92463 0.08
H 2.12278 -2.70577 -4.54527 0.08
H 3.36314 -3.40967 -5.57158 0.08
O 4.17153 3.51963 -0.16717 -0.29
P 3.53701 4.68883 -0.90048 0.75
N 3.34583 3.95374 -2.43378 -0.32
C 3.39098 4.63740 -3.70551 -0.14
C 2.32165 2.91267 -2.46659 -0.13
N 4.93879 5.72251 -0.83854 -0.35
C 6.02439 5.51370 -1.78698 -0.13
C 5.49157 5.82651 0.51243 -0.15
N 2.49634 6.06796 -1.36514 -0.30
C 3.01336 7.37986 -1.71751 -0.14
C 1.38090 6.24642 -0.42281 -0.15
H 2.47531 5.20902 -3.91717 0.08
H 3.51815 3.90727 -4.50827 0.08
H 4.24054 5.31194 -3.78706 0.05
H 1.31027 3.33864 -2.49155 0.06
H 2.39030 2.26055 -1.59418 0.07
H 2.44797 2.27392 -3.34309 0.08
H 6.28782 4.45578 -1.90380 0.09
H 6.91778 6.05515 -1.47095 0.08
H 5.77753 5.92886 -2.76660 0.05
H 6.10072 4.95664 0.77846 0.08
H 4.69086 5.91001 1.25209 0.07
H 6.10670 6.72535 0.59700 0.08
H 3.49129 7.89594 -0.88031 0.08
H 2.18080 8.00004 -2.06464 0.09
H 3.71540 7.32626 -2.54717 0.07
H 1.71874 6.64313 0.54227 0.08
H 0.88583 5.28522 -0.24125 0.06
H 0.62572 6.91926 -0.83425 0.08

=====

5.
12
Properties=species:S:1:pos:R:3:lowdin_charge:R:1 method="wB97M-V/def2-TZVPD" e_lumo_ev=0.86 homo_energy_ev=-10.37 orbital_gap_ev=11.226 smiles="CC=O.O=CO" e_above_lowest_kcal_mol=31.5
O -0.97656 1.31530 -0.05097 -0.01
C -0.30578 1.62524 0.92431 -0.27
C -0.31215 0.78651 2.18827 -0.03
H 0.22026 2.55514 0.80271 0.11
H -1.20553 0.24505 2.27485 0.06
H 0.03777 1.13631 3.15179 0.07
H 0.48285 0.02190 1.80778 0.11
O 0.46746 -1.81267 -0.04699 0.01
C 0.80036 -1.44559 -1.19175 -0.34
O 0.26868 -0.46619 -1.96865 0.07
H 1.52640 -2.06986 -1.74513 0.14
H -0.23291 0.02301 -1.28407 0.07

=====

6.
7
Properties=species:S:1:pos:R:3:lowdin_charge:R:1 method="wB97M-V/def2-TZVPD" e_lumo_ev=-0.25 homo_energy_ev=-10.94 orbital_gap_ev=10.691 e_above_lowest_kcal_mol=35.7
C 0.56820 -0.32750 -0.08420 -1.37
F -0.82682 2.14321 -0.32658 -0.43
F -1.58051 0.18425 0.89541 -0.31
P -1.16936 0.26312 -0.56952 0.94
Cl 1.81164 -0.46066 -1.28881 0.54
Cl 0.12146 -1.92202 0.48078 0.54
H 1.07539 0.11959 0.89293 0.09